{"formula": "C54H147N5O34", "method": "wB97M-V/def2-TZVPD", "species": ["O", "O", "O", "O", "O", "O", "O", "O", "O", "O", "O", "O", "O", "O", "O", "O", "O", "O", "O", "O", "O", "O", "O", "O", "O", "O", "O", "O", "O", "O", "O", "O", "O", "O", "N", "N", "N", "N", "N", "C", "C", "C", "C", "C", "C", "C", "C", "C", "C", "C", "C", "C", "C", "C", "C", "C", "C", "C", "C", "C", "C", "C", "C", "C", "C", "C", "C", "C", "C", "C", "C", "C", "C", "C", "C", "C", "C", "C", "C", "C", "C", "C", "C", "C", "C", "C", "C", "C", "C", "C", "C", "C", "C", "H", "H", "H", "H", "H", "H", "H", "H", "H", "H", "H", "H", "H", "H", "H", "H", "H", "H", "H", "H", "H", "H", "H", "H", "H", "H", "H", "H", "H", "H", "H", "H", "H", "H", "H", "H", "H", "H", "H", "H", "H", "H", "H", "H", "H", "H", "H", "H", "H", "H", "H", "H", "H", "H", "H", "H", "H", "H", "H", "H", "H", "H", "H", "H", "H", "H", "H", "H", "H", "H", "H", "H", "H", "H", "H", "H", "H", "H", "H", "H", "H", "H", "H", "H", "H", "H", "H", "H", "H", "H", "H", "H", "H", "H", "H", "H", "H", "H", "H", "H", "H", "H", "H", "H", "H", "H", "H", "H", "H", "H", "H", "H", "H", "H", "H", "H", "H", "H", "H", "H", "H", "H", "H", "H", "H", "H", "H", "H", "H", "H", "H", "H", "H", "H", "H", "H", "H", "H", "H", "H", "H", "H", "H", "H", "H", "H", "H"], "positions_angstrom": [[-11.196, 24.023, 0.633], [2.272, 23.013, -10.427], [-13.137, 34.282, -16.161], [-9.857, 33.548, -9.750], [-18.393, 22.560, -16.033], [-7.482, 27.640, -5.011], [-15.389, 15.168, -11.058], [0.337, 18.434, -4.312], [-14.206, 15.198, -13.832], [-8.652, 13.218, -5.632], [-9.064, 7.530, -6.423], [-10.602, 20.827, -8.452], [-1.491, 26.951, -11.444], [-11.185, 20.642, -0.982], [-9.887, 24.512, -10.625], [1.549, 28.985, -3.773], [0.442, 26.299, -13.487], [-2.348, 30.386, -7.179], [-5.071, 24.320, -6.821], [-1.195, 16.137, -5.239], [-13.839, 29.733, -15.536], [-11.830, 23.176, -7.162], [-20.107, 18.682, -16.759], [-4.125, 33.360, -8.501], [-9.368, 19.012, -16.952], [3.438, 29.981, -5.930], [-3.198, 18.425, -0.669], [2.684, 25.721, -9.081], [-12.700, 33.621, -9.841], [-3.909, 19.428, 1.849], [-10.551, 27.716, -5.030], [-6.440, 26.782, -16.644], [-5.388, 29.694, -16.701], [-12.424, 20.601, -19.010], [-20.916, 21.633, -17.065], [-11.922, 18.135, -18.324], [-7.306, 24.825, -9.067], [-12.798, 31.646, -17.368], [-9.060, 10.442, -6.136], [-12.690, 21.920, -19.203], [-14.424, 29.840, -16.802], [-14.114, 16.195, -12.885], [-19.632, 23.149, -15.670], [0.665, 17.711, -5.478], [-4.525, 19.919, 0.657], [-9.637, 17.757, -17.448], [-8.080, 14.403, -5.095], [-13.295, 34.093, -17.545], [-13.786, 32.647, -17.849], [-5.828, 23.417, -7.563], [-12.221, 21.802, -6.936], [-11.947, 32.350, -10.048], [-20.874, 22.301, -15.754], [-6.111, 23.950, -9.042], [-7.525, 25.430, -10.409], [-21.200, 19.309, -16.053], [-8.553, 19.855, -17.748], [-17.974, 21.468, -15.222], [-13.237, 30.313, -17.733], [3.665, 29.788, -4.524], [-9.612, 23.699, -11.734], [-9.720, 9.706, -7.230], [-1.484, 27.646, -12.745], [-9.105, 8.408, -7.594], [-9.724, 28.024, -4.025], [-10.538, 17.807, -18.693], [-0.939, 26.609, -13.791], [-9.061, 25.695, -10.610], [-19.550, 17.635, -16.117], [-12.603, 19.709, -20.142], [-4.022, 32.095, -7.905], [-12.790, 18.303, -19.518], [3.055, 23.299, -9.245], [-9.255, 12.358, -4.729], [-10.054, 11.306, -5.510], [-8.404, 6.321, -6.645], [-6.736, 29.197, -17.025], [-8.408, 27.169, -4.061], [-10.687, 21.874, -0.561], [-10.528, 32.539, -10.492], [-2.579, 31.752, -7.601], [-11.032, 20.798, -7.098], [-12.573, 35.551, -15.960], [-0.611, 17.085, -6.105], [-3.722, 24.290, -7.087], [2.464, 30.032, -3.593], [-11.747, 22.795, 0.077], [-21.756, 20.413, -16.953], [-3.542, 19.767, -0.484], [-14.124, 15.621, -11.490], [-6.716, 27.741, -17.644], [-14.741, 29.333, -14.499], [3.693, 24.701, -9.274], [-9.381, 26.346, -9.796], [-13.771, 22.047, -19.271], [-3.201, 25.186, -6.749], [-3.392, 23.392, -6.564], [-13.257, 36.397, -16.024], [-15.148, 30.655, -16.789], [-10.522, 16.849, -19.212], [-6.789, 26.978, -5.079], [-14.319, 29.299, -13.495], [-12.672, 17.517, -20.263], [-5.622, 26.402, -16.974], [-1.878, 15.628, -5.682], [1.235, 16.879, -5.063], [-7.733, 19.315, -18.221], [-3.435, 24.213, -8.135], [-7.973, 27.272, -3.067], [4.313, 29.904, -6.318], [-2.500, 18.345, -1.324], [-7.145, 24.701, -11.125], [2.011, 31.004, -3.788], [-10.363, 22.909, -11.753], [-6.755, 23.308, -7.000], [-5.918, 27.843, -18.379], [-18.661, 20.636, -15.373], [-12.602, 21.649, -5.927], [1.093, 29.134, -4.604], [-12.238, 35.533, -14.923], [-13.556, 30.187, -18.768], [-12.554, 31.800, -10.768], [-3.864, 18.469, 1.844], [-5.340, 22.444, -7.502], [-7.098, 25.536, -8.379], [-6.916, 26.323, -10.548], [-11.213, 20.079, -0.205], [-6.268, 23.128, -9.741], [-8.108, 8.493, -8.026], [-0.788, 28.477, -12.632], [-8.811, 9.793, -5.404], [-9.203, 26.212, -11.559], [-15.633, 29.959, -14.510], [2.590, 23.156, -8.269], [-5.476, 19.398, 0.549], [-1.425, 17.785, -6.295], [-5.570, 30.601, -16.448], [-10.319, 27.750, -3.154], [-22.028, 18.616, -15.902], [-15.044, 28.300, -14.670], [-19.294, 17.806, -15.072], [-11.596, 23.287, -8.086], [-0.360, 16.697, -7.092], [-10.195, 22.388, -1.387], [-22.133, 20.029, -17.901], [-8.809, 14.961, -4.507], [4.266, 24.873, -10.184], [-2.057, 31.902, -8.546], [-11.904, 19.092, -18.001], [-2.487, 27.976, -13.016], [-13.905, 15.620, -14.640], [4.425, 24.632, -8.469], [-13.267, 16.858, -13.062], [1.236, 18.348, -6.154], [-14.027, 34.848, -17.832], [2.955, 26.478, -8.555], [-4.019, 20.275, -1.322], [-7.128, 14.347, -4.567], [-7.665, 27.542, -18.142], [1.189, 18.584, -3.895], [-9.924, 21.657, 0.186], [-10.191, 21.150, -6.500], [-9.493, 24.199, -12.695], [-10.146, 17.235, -16.638], [-0.590, 26.622, -11.477], [-12.271, 22.227, 0.846], [-5.317, 24.603, -9.405], [-10.202, 18.565, -19.401], [1.664, 22.280, -10.309], [-20.222, 16.790, -16.268], [-4.240, 31.256, -8.566], [-9.993, 31.605, -10.322], [-10.395, 21.721, -8.734], [-10.602, 34.134, -9.601], [-13.808, 18.210, -19.141], [-12.701, 31.605, -16.363], [-9.603, 29.103, -3.926], [-14.994, 16.803, -13.095], [-4.868, 20.949, 0.754], [-5.059, 33.494, -8.679], [-9.714, 10.535, -7.939], [-10.794, 9.592, -7.082], [-10.564, 32.656, -11.575], [-2.669, 20.407, -0.358], [-14.021, 32.562, -18.910], [0.491, 25.553, -12.884], [-13.451, 19.994, -20.765], [-13.377, 33.501, -9.171], [-8.699, 23.110, -11.644], [-7.337, 6.543, -6.642], [-8.465, 5.628, -5.806], [-19.798, 23.995, -16.337], [-10.746, 11.704, -6.253], [-12.449, 29.599, -17.495], [-1.639, 25.805, -14.017], [-7.134, 29.950, -17.705], [-8.494, 26.095, -4.226], [-8.689, 5.988, -7.643], [-18.617, 17.399, -16.628], [4.065, 28.789, -4.350], [-12.194, 22.556, -18.470], [-9.913, 12.968, -4.111], [-22.660, 20.776, -16.462], [-14.677, 32.649, -17.221], [-11.265, 19.783, -6.776], [-15.602, 14.368, -11.546], [-8.258, 20.666, -17.081], [2.677, 30.100, -2.526], [-10.572, 26.760, -5.110], [-10.660, 10.585, -4.961], [-11.793, 19.752, -20.870], [-12.532, 23.089, -0.619], [-11.887, 24.428, 1.162], [-9.761, 7.896, -8.298], [-21.775, 22.912, -15.793], [-7.813, 15.066, -5.917], [-2.102, 32.400, -6.865], [4.430, 30.537, -4.321], [-7.395, 29.234, -16.157], [-14.888, 28.949, -17.224], [-9.182, 20.405, -18.448], [-2.647, 29.797, -7.876], [-11.833, 31.822, -9.102], [-20.819, 19.639, -15.087], [-20.839, 21.682, -14.858], [-4.704, 31.955, -7.066], [-16.952, 21.160, -15.442], [-12.440, 22.320, -20.186], [-19.637, 23.494, -14.636], [3.815, 22.520, -9.311], [-12.473, 34.437, -18.173], [-8.401, 12.081, -4.112], [-11.678, 35.685, -16.568], [-12.970, 21.536, -7.682], [-8.704, 17.213, -17.596], [-18.036, 21.715, -14.162], [-13.643, 16.259, -10.749], [-13.487, 14.739, -11.570], [-0.938, 27.088, -14.769], [-19.952, 21.435, -17.291]], "forces_ev_per_a": [[0.27, -1.18, -0.45], [-0.27, 1.02, 0.37], [0.57, -0.13, -0.60], [-0.71, -0.39, -0.64], [0.07, -0.12, -0.03], [0.03, 0.47, -0.53], [-0.32, 0.47, 0.30], [-0.30, 0.79, 0.23], [0.66, -1.45, -1.15], [0.80, 1.46, -1.60], [-0.86, 1.56, 0.30], [-0.14, -1.03, -0.43], [-0.30, 0.79, -1.37], [-0.69, -0.35, -0.41], [0.77, 0.99, 0.04], [-0.70, -0.31, 0.22], [-1.16, -0.15, -0.22], [-0.51, 1.01, 0.18], [-1.18, 1.73, 0.23], [0.73, -0.64, 0.62], [0.02, -0.56, 1.36], [-0.09, -0.92, 0.81], [-1.35, 2.78, -0.55], [0.03, -0.09, -0.03], [0.38, 1.27, 0.79], [-0.95, -0.35, 0.33], [-0.26, -0.40, -0.02], [0.18, -0.96, -0.34], [1.57, -0.70, -0.48], [-0.20, 0.93, 0.62], [-1.82, -0.18, -3.50], [0.37, -0.05, -0.68], [-1.29, -0.98, -0.14], [0.88, -2.07, -0.79], [-0.21, -1.03, 0.68], [-0.06, -0.44, -0.89], [0.08, -0.55, -0.20], [-0.51, 0.06, -1.83], [-0.04, -0.98, -0.40], [-1.11, 1.60, -1.29], [1.02, 1.22, -1.18], [-0.96, 1.82, 0.65], [-0.33, 0.85, 0.06], [-1.32, -1.19, 0.59], [0.49, -1.09, 0.56], [-0.56, -0.63, -0.59], [-0.41, 0.37, -0.73], [-1.07, -0.23, -0.96], [1.15, 1.66, 2.11], [-0.46, 0.36, -1.16], [1.05, -0.73, -0.39], [-1.48, 0.52, 1.26], [0.22, -0.24, -1.30], [-0.59, 0.13, 1.10], [-0.84, -0.93, 1.09], [0.48, -0.38, -1.53], [-1.09, 0.52, 0.61], [-0.90, 0.11, 0.19], [-1.07, -1.05, 1.40], [0.90, 1.03, 0.59], [0.26, -1.24, 0.13], [-0.06, 1.91, 0.72], [0.47, -2.09, 0.37], [0.18, -1.59, 0.43], [1.42, -1.36, 2.17], [-0.27, -0.14, 0.25], [0.14, 2.03, -0.23], [1.04, -0.48, -0.08], [0.79, -1.75, -0.01], [-0.28, -0.02, 0.55], [0.19, -1.47, 0.41], [-0.02, 0.43, 0.55], [0.41, -0.38, -1.07], [-0.68, 0.95, 0.59], [1.28, -0.67, 0.43], [1.22, 0.89, -0.47], [0.39, -0.23, -0.26], [0.07, 1.28, 1.05], [0.62, 1.22, 0.91], [0.26, -0.22, -0.68], [0.91, -0.15, -0.03], [-0.09, 2.09, -0.35], [0.71, -0.24, 1.67], [-0.15, 0.90, -0.20], [1.23, -0.64, 0.04], [0.11, 0.14, -1.20], [-0.43, 0.47, 0.18], [0.28, 0.97, 0.89], [-0.68, 1.37, -0.36], [0.63, -0.97, -0.53], [0.20, 2.81, 0.74], [-0.24, -0.49, -0.73], [-0.71, -0.37, 0.30], [-0.28, -0.24, 0.00], [-0.40, 0.43, 0.82], [-0.32, -0.05, 0.48], [0.98, -0.02, -0.03], [-0.30, -0.07, -0.55], [-0.48, -0.10, 0.01], [-0.02, -0.13, 0.05], [0.14, 0.05, -0.12], [0.57, 0.60, -0.30], [0.30, -0.03, 0.03], [0.09, -0.45, 0.61], [0.06, 0.14, -0.19], [0.49, -0.40, -0.91], [0.11, 0.15, -0.01], [-0.37, -0.18, -0.34], [0.11, -0.01, 0.35], [-0.10, 0.04, -0.22], [0.03, 0.06, -0.05], [-0.21, 0.02, -0.23], [-0.10, 0.18, -0.44], [-0.40, 0.36, -0.31], [-0.28, 0.08, -0.38], [0.04, -0.56, -0.24], [0.14, -0.38, -0.10], [-0.19, 0.66, -0.02], [-0.08, -0.08, -0.12], [0.10, 0.19, 0.09], [0.26, 0.37, -0.11], [0.39, -0.40, 0.04], [-0.09, 0.01, -0.40], [0.14, -0.28, -0.58], [-0.32, 0.38, 0.03], [-0.23, 0.37, -0.13], [-0.13, -0.17, -0.10], [0.06, -0.08, 0.05], [0.18, 0.11, 0.08], [-0.11, 0.16, -0.43], [0.27, -0.34, -0.04], [-0.04, 0.20, -0.15], [-0.07, 0.13, 0.11], [-0.75, 0.13, -0.22], [0.07, -0.46, -0.70], [0.43, 0.89, -0.06], [0.39, 0.14, 0.12], [0.74, -0.10, 1.13], [0.06, -0.48, 0.21], [-0.27, -0.16, -0.23], [-0.26, 0.05, 0.32], [-0.09, 0.03, -0.15], [0.30, -0.44, -0.01], [-0.13, -0.13, -0.15], [0.62, -0.10, -0.18], [-0.08, -0.09, 0.37], [-0.26, 0.02, -0.24], [0.23, 0.22, -0.08], [0.15, -0.01, 0.84], [0.04, -0.04, 0.25], [-0.12, -0.46, -0.37], [0.00, 0.45, 0.31], [0.45, -0.16, 0.23], [-0.10, -0.29, -0.41], [-0.87, -0.24, -0.43], [0.49, -0.23, 0.02], [-0.32, -0.54, -0.79], [-0.06, -0.89, 0.52], [-0.05, 0.01, 0.05], [-0.15, 0.24, 0.38], [0.26, 0.49, 0.17], [-0.04, 0.03, 0.47], [-0.53, 0.44, -0.03], [-0.26, -0.09, -0.12], [0.23, -0.23, 0.78], [0.12, -0.14, 0.33], [0.88, -0.58, 0.09], [0.64, 0.01, -0.16], [0.10, 0.00, 0.38], [0.08, -0.59, 0.66], [-0.75, 0.11, -0.71], [-0.10, -0.14, 0.03], [0.15, 0.12, 0.29], [0.12, 0.88, 0.44], [-0.14, 0.17, -0.14], [-0.13, 0.68, 0.17], [0.60, -0.04, -0.47], [-0.25, 0.62, 0.82], [0.69, 0.23, 0.39], [-0.04, 0.24, -0.11], [0.24, -0.81, -1.31], [-0.31, -0.54, 0.61], [0.58, 0.76, -0.23], [0.28, -0.14, 0.72], [0.13, -0.31, 0.14], [-0.03, -0.23, -0.01], [-0.55, 0.10, 0.36], [0.14, -0.26, 0.06], [0.51, 0.14, 0.42], [0.48, -0.09, -0.49], [-0.99, -0.04, -0.24], [0.52, 0.10, -0.01], [0.40, 0.67, -0.04], [0.23, -0.01, -0.34], [0.29, -0.67, 0.97], [-0.32, -0.42, -0.55], [-1.07, -0.13, 0.04], [0.00, -0.93, 0.18], [0.08, -0.09, -0.02], [-0.08, -0.11, 0.15], [-0.29, -0.26, 0.22], [-0.41, -0.09, 0.42], [-0.25, -0.03, 0.15], [-0.60, -0.53, -0.36], [-0.23, 0.03, -0.43], [0.00, 0.00, -0.09], [0.69, -0.31, 0.12], [0.72, -0.45, -0.12], [-0.19, -0.02, -0.19], [-0.45, 0.70, 1.00], [0.70, 0.14, 0.41], [0.12, -0.22, -0.49], [-0.02, 0.01, -0.01], [0.07, 0.06, -0.45], [0.11, 0.34, 0.87], [-0.31, -0.21, -0.39], [-0.17, -0.12, 0.15], [0.27, -0.09, 0.78], [0.18, -0.27, 0.34], [-0.01, -0.43, 0.42], [0.07, -0.34, -0.73], [-0.03, -0.04, -0.15], [-0.74, -0.05, 0.20], [-0.19, 0.22, 0.11], [-0.53, -0.60, -0.10], [0.14, 0.28, 0.37], [-0.15, 0.28, -0.33], [0.88, -0.21, -0.35], [0.52, 0.38, 0.20], [0.75, 0.34, 0.44], [0.97, -0.57, 0.41], [-0.47, -1.40, 0.51], [-0.08, 0.20, -0.26], [-0.24, -0.15, 0.15], [0.23, -0.16, -0.52], [0.11, 0.24, 0.22], [-0.54, 0.26, 0.00], [0.45, -0.10, 0.10], [0.44, 0.42, -0.04], [0.08, -0.52, -0.40]], "homo_lumo_gap_ev": 8.838, "total_charge": 0, "lumo_energy_ev": 0.2056, "relative_energy_kcal_mol": 30.3}